No. 1
This record from the OMol25 dataset describes 2 unconnected molecules or ions with the total composition H4N4. The level of theory is ωB97M-V/def2-TZVPD.

Properties
- energy relative to the best compared isomer or geometry (same formula, charge and spin) (kJ/mol) = 209.7
- HOMO energy (hartree) = -0.37583
- total energy (eV) = -6022.7720
- charge = 0

Atoms and positions in Å:
H  -0.82517  0.89412  0.27416
N  -1.16975  -0.06436  0.37079
H  2.07442  1.53887  0.27788
H  -2.22474  -0.17079  0.05898
N  2.67099  -0.31508  -0.03206
H  -0.67296  -0.48951  -0.29658
N  2.77614  0.83424  0.26855
N  2.72664  -1.39554  -0.37102

Partial atomic charges computed with the natural (NBO) method, in multiples of e: number 1, H, carries 0.3478; number 2, N, carries -1.0538; number 3, H, carries 0.3959; number 4, H, carries 0.3658; number 5, N, carries 0.2614; number 6, H, carries 0.3401; number 7, N, carries -0.5619; number 8, N, carries -0.0952

No. 2
This record from the OMol25 dataset describes 2 unconnected molecules or ions with the total composition C5H7NO3. The level of theory is ωB97M-V/def2-TZVPD.

Properties
- energy relative to the best compared isomer or geometry (same formula, charge and spin) (kJ/mol) = 555.7
- SMILES = C#CC/N=C/O.O=CO
- HOMO energy (hartree) = -0.36910
- total energy (eV) = -12926.4248
- charge = 0

Atoms and positions in Å:
H  0.64975  6.29453  -1.39877
O  -1.63973  4.74614  2.97197
O  -1.98788  4.06175  0.41989
C  -1.49147  4.56635  -0.71938
O  -4.03735  4.80521  2.60901
C  -0.14332  4.90279  -4.16749
H  -1.11381  3.76540  -1.36975
H  -1.27653  4.08329  1.36870
N  -1.30319  5.80092  -0.89108
H  -2.84100  6.26503  1.80482
H  0.02280  4.42235  -5.11591
C  -0.25218  5.52729  -3.13618
H  -0.58451  7.32456  -2.10155
H  -1.03419  5.49324  3.05200
C  -2.99173  5.26390  2.24648
C  -0.34455  6.27467  -1.87165

Partial atomic charges computed with the natural (NBO) method, in multiples of e: number 1, H, carries 0.2266; number 2, O, carries -0.8146; number 3, O, carries -0.7675; number 4, C, carries 0.4300; number 5, O, carries -0.4821; number 6, C, carries -0.2487; number 7, H, carries 0.1396; number 8, H, carries 0.5474; number 9, N, carries -0.4764; number 10, H, carries 0.1658; number 11, H, carries 0.2438; number 12, C, carries -0.0221; number 13, H, carries 0.2282; number 14, H, carries 0.4790; number 15, C, carries 0.6703; number 16, C, carries -0.3192

No. 3
This record from the OMol25 dataset describes 40 unconnected molecules or ions with the total composition H80O40. The level of theory is ωB97M-V/def2-TZVPD.

Properties
- energy relative to the best compared isomer or geometry (same formula, charge and spin) (kJ/mol) = 1690.6
- HOMO energy (hartree) = -0.37557
- total energy (eV) = -83188.2934
- charge = 0

Atoms and positions in Å:
O  4.50706  2.25700  -3.29965
H  -0.45498  -4.79183  2.25271
O  -4.58704  5.05806  -0.28808
H  0.57640  -5.78685  0.31501
O  0.63032  2.71171  0.92085
H  3.72215  2.60222  -2.88288
H  4.31645  -3.20061  2.62138
O  0.49748  -6.20092  -2.40672
H  0.16101  5.33007  -2.06946
H  -5.33080  3.92090  1.61858
H  -1.72511  1.78378  -2.36925
H  -3.66882  0.89399  0.79529
O  2.59541  -0.62513  2.19780
H  0.69364  -1.49907  2.51038
H  1.10463  -0.68604  3.32274
O  -1.55306  -1.55008  -0.22665
H  4.21851  -3.60733  1.27973
O  0.99934  -4.95668  0.20628
O  5.02515  -3.28011  1.94347
O  -1.75354  2.45992  -1.63004
H  -3.97220  5.60535  0.26685
H  -1.93458  -1.89306  0.63826
H  3.12621  1.10287  -0.03264
O  5.95877  -0.01627  1.54241
H  0.42092  -5.82143  -1.33910
H  3.30637  2.18845  2.08936
H  -1.08087  3.14784  -1.75007
O  0.41279  -1.34215  3.46748
O  -2.79836  4.28404  2.14581
H  -1.15222  1.58485  -6.57723
H  -0.84006  -1.14878  -4.54617
H  -1.61934  -4.23700  -0.94073
O  -0.30039  -4.59150  3.18505
H  -1.19141  5.95402  -1.87005
O  -1.01860  0.94871  -5.83678
H  -2.29975  -3.75425  1.67721
H  -0.03372  2.45139  0.30960
H  -1.60969  -0.58891  2.85873
H  -0.71493  1.11817  -0.99428
H  1.36599  -1.44692  6.60095
H  -2.02463  -4.90014  -2.34134
H  5.63430  -1.12622  -1.43737
H  0.03969  -3.66727  3.29904
H  0.63331  -3.30031  -3.69983
H  5.09022  -0.11614  1.10401
H  0.35946  1.65018  5.94651
H  1.25824  3.14129  -3.02300
H  0.72470  -2.62509  -0.59059
H  -1.09349  0.14564  0.15365
O  5.62522  3.55693  -1.48289
O  -3.23089  -3.73092  1.79970
O  4.78386  -0.98190  -1.58037
O  0.91240  -3.42059  -2.73160
O  3.38321  2.13159  -0.03940
O  0.41389  -1.51547  6.23983
H  1.67996  -4.07001  -2.81901
H  1.42412  1.87624  -4.86786
H  -1.01201  -0.73633  -3.13551
O  2.32535  -1.39268  -2.58711
O  1.13935  3.81935  -2.36506
H  -3.23506  -3.57664  2.73954
H  2.91808  0.15499  2.01690
H  1.27694  4.61360  -2.87919
H  -4.56828  2.97318  -2.87128
O  -2.97087  -0.09558  -1.52784
O  -4.27031  -3.46168  -1.14603
H  -2.67967  3.48324  1.73969
H  1.67639  1.88705  4.99431
H  -2.07755  -1.89434  3.51503
O  3.08117  2.19084  2.95606
H  -2.42599  1.73781  0.57827
H  -4.87072  2.53978  1.04485
H  1.67016  -4.60463  0.67814
H  -5.51457  -0.15357  1.39367
H  1.70518  -1.92272  -3.16746
O  0.06321  1.51630  3.35668
H  -0.45879  -6.51720  -2.22599
H  1.86313  0.06265  -4.86440
H  0.63949  0.95227  -3.62429
H  -0.47951  1.34032  -5.20990
H  -2.61498  -0.15941  6.06330
H  2.56003  2.52931  -0.15373
H  1.64422  -1.25995  -5.33505
H  0.62614  3.56483  1.44660
H  -1.82067  -0.19713  4.80377
H  -3.42291  -0.82361  -1.15836
H  -3.29946  0.51393  -0.92325
H  4.80622  3.48423  -0.93144
O  1.33625  1.94432  5.93076
O  1.39165  1.49634  -3.86368
O  -4.68189  2.54255  -2.08616
H  -4.13570  1.73392  -2.10038
H  -0.79845  1.52994  3.02045
O  -2.51906  -0.58031  5.15355
O  -0.41587  -0.68344  -3.81347
H  -0.73367  -2.09228  -0.50833
O  1.45527  -2.32733  -0.06949
H  -4.67607  -1.57028  1.49185
H  4.77851  -0.22701  -2.20248
O  -4.72242  -0.67664  1.22342
H  -4.36954  -3.31921  -0.21389
H  1.37092  -1.48822  -0.45101
H  0.45617  -1.80527  5.32709
H  -3.45448  -2.88660  -1.12694
O  2.28242  -0.55101  -5.41527
H  -4.20422  4.81595  -1.16950
O  -3.06676  1.51207  1.36460
H  0.73549  1.76106  2.71116
O  -1.63190  -4.83287  -1.53592
H  6.14546  -0.93487  1.96902
H  6.23544  2.91642  -0.95770
H  2.93071  2.92059  3.61968
H  2.95461  -1.32121  -3.30570
H  -3.74573  3.99563  2.34521
H  5.03300  3.00662  -2.83252
O  -5.10162  3.09364  1.85092
O  -2.01149  -1.42757  2.65896
O  -0.38815  5.75184  -1.35387
H  2.67518  -1.28726  1.51859
O  -1.01040  0.99599  -0.03548

Löwdin population analysis, charges in e, atoms 1 to 99: number 1, O, carries -0.1145; number 2, H, carries 0.0039; number 3, O, carries -0.0920; number 4, H, carries 0.0496; number 5, O, carries -0.0636; number 6, H, carries -0.0294; number 7, H, carries 0.0306; number 8, O, carries -0.1889; number 9, H, carries 0.0002; number 10, H, carries -0.0353; number 11, H, carries 0.0780; number 12, H, carries 0.0441; number 13, O, carries 0.0460; number 14, H, carries 0.0685; number 15, H, carries 0.0154; number 16, O, carries -0.0775; number 17, H, carries 0.1232; number 18, O, carries 0.0116; number 19, O, carries -0.1209; number 20, O, carries -0.0634; number 21, H, carries 0.0584; number 22, H, carries 0.0636; number 23, H, carries 0.1282; number 24, O, carries -0.1038; number 25, H, carries 0.0883; number 26, H, carries -0.0630; number 27, H, carries 0.0404; number 28, O, carries -0.1108; number 29, O, carries -0.0695; number 30, H, carries 0.0832; number 31, H, carries 0.0867; number 32, H, carries -0.0912; number 33, O, carries -0.0560; number 34, H, carries 0.0453; number 35, O, carries -0.0296; number 36, H, carries -0.0098; number 37, H, carries -0.0195; number 38, H, carries 0.0117; number 39, H, carries 0.0923; number 40, H, carries 0.0881; number 41, H, carries 0.0275; number 42, H, carries -0.0418; number 43, H, carries 0.0374; number 44, H, carries 0.0910; number 45, H, carries -0.0059; number 46, H, carries 0.0679; number 47, H, carries -0.0095; number 48, H, carries -0.0192; number 49, H, carries -0.0602; number 50, O, carries -0.0862; number 51, O, carries -0.0131; number 52, O, carries -0.0010; number 53, O, carries -0.1061; number 54, O, carries -0.0533; number 55, O, carries -0.0980; number 56, H, carries 0.1083; number 57, H, carries 0.1768; number 58, H, carries -0.0053; number 59, O, carries -0.1045; number 60, O, carries -0.0392; number 61, H, carries 0.0488; number 62, H, carries -0.0745; number 63, H, carries 0.0513; number 64, H, carries -0.0129; number 65, O, carries -0.0105; number 66, O, carries -0.0468; number 67, H, carries -0.0755; number 68, H, carries 0.0070; number 69, H, carries 0.0515; number 70, O, carries -0.0146; number 71, H, carries 0.0608; number 72, H, carries 0.0742; number 73, H, carries -0.0062; number 74, H, carries 0.0758; number 75, H, carries -0.0010; number 76, O, carries -0.0251; number 77, H, carries 0.0473; number 78, H, carries -0.0698; number 79, H, carries 0.0050; number 80, H, carries -0.0588; number 81, H, carries 0.1098; number 82, H, carries -0.0291; number 83, H, carries 0.0264; number 84, H, carries 0.1198; number 85, H, carries -0.0851; number 86, H, carries 0.0126; number 87, H, carries -0.0291; number 88, H, carries 0.0455; number 89, O, carries -0.1217; number 90, O, carries -0.0950; number 91, O, carries -0.0083; number 92, H, carries 0.0169; number 93, H, carries 0.0002; number 94, O, carries -0.0053; number 95, O, carries 0.0035; number 96, H, carries 0.0783; number 97, O, carries -0.0149; number 98, H, carries 0.0131; number 99, H, carries 0.0537

No. 4
This record from the OMol25 dataset describes 7 unconnected molecules or ions with the total composition C12H33Cl6O10P. The level of theory is ωB97M-V/def2-TZVPD.

Properties
- energy relative to the best compared isomer or geometry (same formula, charge and spin) (kJ/mol) = 189.7
- SMILES = COP(=O)(OC)OC.ClCCl.ClCCl.ClCCl.OCCO.OCCO.OCCO
- HOMO energy (hartree) = -0.37668
- total energy (eV) = -117876.8636
- charge = 0

Atoms and positions in Å:
H  -2.53939  3.63041  -1.90365
H  -2.27547  -5.23742  2.83470
Cl  -0.20289  -1.71660  -3.97885
Cl  2.02146  0.14230  -1.02090
H  -4.72096  2.48842  -2.13923
H  5.90829  1.62111  2.09064
C  0.23545  0.26040  -0.66337
H  -2.14502  5.15588  -1.40203
C  -2.98426  4.45842  -1.35039
Cl  0.91638  0.53818  -5.28491
C  1.15791  -3.11972  0.71963
H  6.21215  -0.82980  0.18805
O  0.57628  -2.55458  1.95109
H  -2.69947  1.45660  -3.25518
H  -2.71431  -0.78112  -3.27307
H  -5.38466  -0.83026  -2.35338
H  1.85468  -3.95539  0.79975
O  -4.51319  1.55815  -2.01062
C  -1.32737  -5.41687  3.34405
O  -0.25000  -4.82705  2.66468
H  -2.35417  3.51520  0.45826
H  3.36925  2.65644  -0.63520
C  -3.56007  -0.50414  -2.64183
O  5.28208  1.42269  1.38844
O  6.71194  -1.21018  2.15577
P  0.40347  -3.46542  3.25439
H  -0.26055  -0.50397  -1.25755
H  0.36942  -3.64263  0.17575
Cl  2.34173  4.04549  0.98679
H  -1.63298  -1.77768  2.42453
H  -1.12620  -6.48568  3.27274
H  -3.24446  -0.65698  -1.60691
Cl  -0.36670  1.88068  -0.83041
H  7.48758  -1.73788  1.95662
H  1.61056  -2.36026  0.08623
O  -0.74257  -2.74599  4.09063
C  4.84813  0.11974  1.69149
H  -2.76158  -2.70004  3.50367
H  -3.76127  4.83049  1.83218
H  -4.34628  5.72644  -1.32358
H  -1.37068  -5.03730  4.36388
C  -3.64563  1.00246  -2.95245
H  -4.13677  1.04976  -3.93092
Cl  3.51581  4.88299  -1.54490
O  -3.53110  5.10350  0.94168
C  -1.87234  -2.07366  3.44426
O  -4.14692  5.04342  -1.97259
H  4.57047  3.76445  0.15285
H  3.84231  -0.06213  1.30991
H  -2.08794  -1.17671  4.02335
C  5.73863  -0.99519  1.15789
H  2.11457  -1.28755  -4.39158
O  -4.71140  -1.29451  -2.86139
C  -3.26681  3.98911  0.09326
H  5.15483  -1.90636  1.00333
H  0.12784  0.03001  0.39493
H  1.24675  -1.61328  -5.80869
H  -4.13666  3.33265  0.12417
C  3.57510  3.65975  -0.27107
C  1.15648  -1.07566  -4.86451
H  4.75778  -0.12000  2.75257
O  1.71278  -3.66311  3.89700

Partial atomic charges computed with the natural (NBO) method, in multiples of e: number 1, H, carries 0.1878; number 2, H, carries 0.1737; number 3, Cl, carries -0.0229; number 4, Cl, carries -0.0761; number 5, H, carries 0.4914; number 6, H, carries 0.4757; number 7, C, carries -0.3895; number 8, H, carries 0.1781; number 9, C, carries -0.1066; number 10, Cl, carries 0.0304; number 11, C, carries -0.2657; number 12, H, carries 0.1679; number 13, O, carries -0.8429; number 14, H, carries 0.1792; number 15, H, carries 0.1789; number 16, H, carries 0.4715; number 17, H, carries 0.2045; number 18, O, carries -0.7449; number 19, C, carries -0.2502; number 20, O, carries -0.8158; number 21, H, carries 0.1730; number 22, H, carries 0.2297; number 23, C, carries -0.0844; number 24, O, carries -0.7169; number 25, O, carries -0.7504; number 26, P, carries 2.5610; number 27, H, carries 0.2325; number 28, H, carries 0.1864; number 29, Cl, carries -0.0569; number 30, H, carries 0.2031; number 31, H, carries 0.1968; number 32, H, carries 0.1508; number 33, Cl, carries 0.0081; number 34, H, carries 0.4803; number 35, H, carries 0.2024; number 36, O, carries -0.8196; number 37, C, carries -0.0962; number 38, H, carries 0.1882; number 39, H, carries 0.4765; number 40, H, carries 0.4775; number 41, H, carries 0.1923; number 42, C, carries -0.1022; number 43, H, carries 0.1624; number 44, Cl, carries -0.0347; number 45, O, carries -0.7468; number 46, C, carries -0.2520; number 47, O, carries -0.7220; number 48, H, carries 0.2310; number 49, H, carries 0.1775; number 50, H, carries 0.2013; number 51, C, carries -0.0835; number 52, H, carries 0.2279; number 53, O, carries -0.7048; number 54, C, carries -0.0937; number 55, H, carries 0.1584; number 56, H, carries 0.2268; number 57, H, carries 0.2212; number 58, H, carries 0.1760; number 59, C, carries -0.3716; number 60, C, carries -0.4506; number 61, H, carries 0.1874; number 62, O, carries -1.0671